Record 1
{
  "formula": "C4H8ClN",
  "method": "ωB97M-V with the def2-TZVPD basis set",
  "species": ["C", "C", "C", "C", "N", "Cl", "H", "H", "H", "H", "H", "H", "H", "H"],
  "positions_angstrom": [[0.898, -0.919, -0.464], [0.255, -0.183, 0.392], [2.157, -1.675, -0.123], [-1.473, 1.274, -0.327], [-1.912, 1.891, 0.818], [-2.582, 0.158, -1.138], [0.561, -1.029, -1.485], [0.432, 0.060, 1.417], [2.458, -1.485, 0.906], [2.957, -1.350, -0.788], [2.010, -2.745, -0.260], [-0.945, 1.889, -1.038], [-2.318, 2.813, 0.696], [-2.497, 1.302, 1.396]],
  "atomic_forces_ev_per_a": [[0.52, -0.46, -0.04], [-2.86, 2.68, -1.31], [-0.17, 0.04, 0.01], [2.66, -2.76, 1.06], [-0.33, 0.35, 0.27], [-0.12, 0.09, -0.19], [-0.19, 0.15, -0.19], [0.18, 0.07, 0.47], [0.04, -0.05, 0.02], [0.10, -0.07, 0.00], [0.08, -0.11, -0.02], [-0.04, 0.10, -0.02], [0.07, -0.14, -0.02], [0.08, 0.10, -0.03]],
  "nbo_charge": [-0.2800, -0.1605, -0.6310, 0.0011, -0.8396, -0.0757, 0.2083, 0.1774, 0.2101, 0.2147, 0.2143, 0.2010, 0.3780, 0.3820],
  "relative_energy_ev": 2.967,
  "largest_force_ha_per_bohr": 0.08043,
  "multiplicity": 1,
  "orbital_gap_ev": 8.82
}

Record 2
{
  "formula": "C4H8ClN",
  "method": "ωB97M-V with the def2-TZVPD basis set",
  "species": ["C", "C", "C", "C", "H", "H", "H", "H", "H", "H", "H", "H", "N", "Cl"],
  "positions_angstrom": [[-0.796, 1.235, -0.111], [-0.598, -0.204, 0.366], [0.887, -0.705, 0.312], [1.879, 0.162, 0.089], [-0.335, 1.351, -1.069], [-0.331, 1.981, 0.526], [-1.890, 1.427, -0.067], [-0.852, -0.141, 1.456], [-1.100, -2.077, -0.146], [-1.714, -1.117, -1.232], [1.152, -1.747, 0.249], [1.742, 1.269, -0.099], [-1.598, -1.182, -0.195], [3.554, -0.252, -0.077]],
  "atomic_forces_ev_per_a": [[-0.85, -0.61, 0.41], [0.33, -0.46, 1.48], [-0.30, 1.80, -1.18], [-0.66, 1.21, -0.33], [-0.26, 0.24, -0.99], [0.14, -0.15, 0.38], [0.73, 0.02, -0.50], [0.19, -0.40, -0.68], [-0.55, 0.02, 0.32], [0.23, 0.60, 1.04], [-0.30, -0.43, 0.49], [0.04, -1.53, 0.53], [1.30, -0.03, -1.04], [-0.03, -0.25, 0.07]],
  "nbo_charge": [-0.6257, -0.0666, -0.2336, -0.2235, 0.2058, 0.2169, 0.2304, 0.1933, 0.3488, 0.3519, 0.2146, 0.2165, -0.8155, -0.0131],
  "smiles": "C[C@@H](N)/C=C/Cl",
  "relative_energy_ev": 0.538,
  "largest_force_ha_per_bohr": 0.04225,
  "multiplicity": 1,
  "orbital_gap_ev": 10.49
}

Record 3
{
  "formula": "C4H8ClN",
  "method": "ωB97M-V with the def2-TZVPD basis set",
  "species": ["C", "C", "C", "C", "H", "H", "H", "H", "H", "H", "H", "H", "N", "Cl"],
  "positions_angstrom": [[-2.142, -0.701, -0.025], [0.099, 0.027, -0.289], [1.203, 1.001, 0.074], [2.498, 0.718, 0.088], [-3.041, -0.973, 0.537], [-2.483, -0.137, -0.916], [-1.834, -1.691, -0.401], [-0.899, -0.303, 1.549], [-0.334, 0.300, -1.261], [0.533, -0.969, -0.275], [0.935, 2.016, 0.007], [3.242, 1.527, 0.169], [-1.075, 0.035, 0.626], [3.298, -0.849, 0.119]],
  "atomic_forces_ev_per_a": [[-0.50, -0.64, -0.98], [-0.26, 0.04, 1.69], [-0.22, -1.75, -1.20], [0.82, 0.69, 0.61], [0.30, 0.73, 0.57], [0.10, -0.19, 0.44], [0.32, 0.10, -0.11], [0.44, -0.29, 0.34], [0.49, -0.19, 0.05], [0.04, -0.29, -0.63], [-0.17, 1.27, 0.29], [-0.44, -0.56, -0.02], [-0.28, 0.65, -0.93], [-0.64, 0.44, -0.14]],
  "nbo_charge": [-0.4213, -0.2571, -0.2127, -0.1923, 0.2081, 0.1869, 0.1589, 0.3614, 0.2079, 0.1847, 0.2167, 0.2144, -0.6269, -0.0285],
  "smiles": "CNC/C=C\\Cl",
  "relative_energy_ev": 0.738,
  "largest_force_ha_per_bohr": 0.04152,
  "multiplicity": 1,
  "orbital_gap_ev": 9.88
}

Record 4
{
  "formula": "C4H8ClNOS",
  "method": "ωB97M-V with the def2-TZVPD basis set",
  "species": ["C", "C", "C", "C", "H", "H", "H", "H", "H", "H", "H", "H", "N", "O", "S", "Cl"],
  "positions_angstrom": [[-0.278, -0.376, -0.541], [0.994, 0.018, 0.234], [0.421, 1.326, 0.609], [-1.022, 0.794, 0.258], [-2.063, -1.566, -0.845], [-0.108, -2.485, -1.076], [-0.185, 0.093, -1.516], [1.017, -0.609, 1.097], [3.366, -0.984, 0.157], [0.487, 1.680, 1.670], [-1.469, 1.428, -0.643], [-1.897, -0.512, 1.171], [-0.865, -1.672, -0.483], [-1.872, 0.405, 1.261], [2.435, -0.159, -0.843], [1.042, 2.619, -0.512]],
  "atomic_forces_ev_per_a": [[-0.59, 1.91, 0.47], [0.21, -2.41, -1.10], [-1.11, 2.04, 1.04], [0.62, 1.09, -4.19], [5.15, -0.92, 0.67], [-3.73, 3.24, 1.98], [0.12, -0.41, -0.58], [0.51, -0.52, 0.67], [-2.10, 1.91, -2.27], [0.35, -0.26, -1.04], [0.10, -0.68, 2.50], [-0.30, -2.74, 0.24], [-1.18, -2.54, -2.22], [0.18, 2.49, 0.45], [2.50, -2.01, 2.72], [-0.72, -0.19, 0.65]],
  "nbo_charge": [-0.0780, -0.3913, -0.2078, 0.0978, 0.3925, 0.4144, 0.1704, 0.2464, 0.1557, 0.2403, 0.1642, 0.4824, -0.8998, -0.6866, -0.0374, -0.0632],
  "smiles": "N[C@H]1[C@@H](O)[C@H](Cl)[C@@H]1S",
  "relative_energy_ev": 4.293,
  "largest_force_ha_per_bohr": 0.10353,
  "multiplicity": 1,
  "orbital_gap_ev": 9.52
}

Record 5
{
  "formula": "C4H8ClNiO3",
  "method": "ωB97M-V with the def2-TZVPD basis set",
  "species": ["Ni", "Cl", "C", "C", "O", "C", "O", "O", "C", "H", "H", "H", "H", "H", "H", "H", "H"],
  "positions_angstrom": [[1.718, -1.104, -5.991], [0.478, -1.859, -4.248], [-1.039, 0.497, -1.427], [-1.333, -0.059, -0.042], [-0.202, 0.122, 0.794], [-0.435, -0.116, 2.090], [-1.483, -0.450, 2.543], [0.628, 0.065, 2.851], [1.892, 0.387, 2.262], [-0.377, 1.356, -1.530], [-1.975, 0.845, -1.872], [-0.660, -0.295, -2.075], [-1.583, -1.119, -0.144], [-2.248, 0.351, 0.384], [2.545, 0.621, 3.095], [1.786, 1.234, 1.587], [2.289, -0.474, 1.724]],
  "atomic_forces_ev_per_a": [[-1.37, -0.84, 1.91], [1.38, 0.81, -1.94], [-0.48, -0.03, -0.59], [-0.60, -0.10, -0.73], [0.23, 0.08, -0.26], [0.07, -0.03, 0.22], [-0.72, -0.22, 0.15], [0.55, 0.06, 0.25], [-0.12, -0.04, -0.06], [0.18, -0.07, 0.64], [-0.06, -0.21, 0.00], [0.13, 0.08, 0.00], [0.32, -0.09, 0.17], [0.36, 0.47, 0.25], [0.00, 0.09, -0.02], [0.15, 0.02, 0.06], [-0.03, 0.03, -0.04]],
  "lowdin_spin": [1.5042, 0.4957, 0.0001, 0.0001, 0.0000, 0.0000, 0.0000, 0.0000, 0.0000, 0.0000, 0.0000, -0.0001, 0.0000, 0.0000, 0.0000, 0.0000, 0.0000],
  "relative_energy_ev": 2.119,
  "total_charge": 1,
  "largest_force_ha_per_bohr": 0.04903,
  "multiplicity": 3,
  "orbital_gap_ev": [4.57, 2.80],
  "s2": 2.010
}

Record 6
{
  "formula": "C4H8ClO2Si",
  "method": "ωB97M-V with the def2-TZVPD basis set",
  "species": ["C", "C", "C", "C", "O", "O", "Si", "Cl", "H", "H", "H", "H", "H", "H", "H", "H"],
  "positions_angstrom": [[-5.322, -0.407, -0.065], [0.917, 0.038, 1.882], [1.794, 0.196, -1.060], [-4.451, -0.744, -0.963], [-1.023, -0.425, -0.464], [-6.115, -0.219, 0.785], [0.391, -0.566, 0.084], [1.190, -2.521, 0.050], [1.939, -0.435, 2.165], [0.845, 1.058, 1.818], [0.302, -0.384, 2.627], [1.636, 1.348, -1.222], [2.698, 0.113, -0.616], [1.759, -0.273, -1.960], [-4.605, -1.595, -1.643], [-3.432, -0.452, -1.271]],
  "atomic_forces_ev_per_a": [[-0.14, -0.33, 0.78], [1.64, -3.93, -1.36], [-3.80, 3.69, 1.75], [1.00, -0.83, -1.73], [-1.62, 0.13, -0.19], [0.61, 0.15, -0.89], [2.61, 1.14, 0.24], [0.10, -1.02, 0.15], [-1.29, 1.37, -0.82], [0.26, 2.65, 0.39], [-1.25, -0.19, 0.89], [0.07, -1.96, 0.18], [3.10, -0.52, 1.40], [-0.02, -1.36, -2.76], [-0.94, 0.15, 0.66], [-0.34, 0.86, 1.32]],
  "nbo_charge": [0.7044, -1.1115, -1.0915, -0.8058, -1.3239, -0.5071, 1.8378, -0.5387, 0.2163, 0.2078, 0.2140, 0.1883, 0.1978, 0.2087, 0.2624, 0.3410],
  "relative_energy_ev": 0.000,
  "total_charge": -1,
  "largest_force_ha_per_bohr": 0.10844,
  "multiplicity": 1,
  "orbital_gap_ev": 7.95
}

Number 1: energy -672.0277 a.u.. Number 2: energy -672.1169 a.u.. Number 3: energy -672.1096 a.u.. Number 4: energy -1145.4447 a.u.. Number 5: energy -2351.0369 a.u.. Number 6: energy -1057.4750 a.u..